1.
Below is a 2-piece molecular cluster, C2H2O2S overall at a distorted geometry, with properties calculated with wB97M-V/def2-TZVPD.

Computed properties:
**Net charge**: 0
**Calculated total energy**: -17033.2017 eV
**Structure (SMILES)**: C=C=O.O=S
**Gap between HOMO and LUMO (spin up / spin down)**: 7.70 / 7.69 eV
**LUMO energy (spin up / spin down)**: -0.95 / -0.95 eV

```
7
Properties=species:S:1:pos:R:3:nbo_charge:R:1
C 0.453 -0.656 -0.074 0.727
C 1.550 -0.033 0.075 -0.767
O -2.742 1.421 -0.383 -0.727
O -0.529 -1.245 -0.289 -0.481
S -2.715 0.192 0.352 0.722
H 2.270 -0.018 -0.700 0.269
H 1.713 0.339 1.018 0.258
```



2.
Below is one molecule with the formula C25H33N3O7S at a distorted geometry, with properties calculated with wB97M-V/def2-TZVPD.

Computed properties:
**Net charge**: 0
**Calculated total energy**: -56098.7563 eV
**Structure (SMILES)**: CCOc1ccccc1C(=O)N[C@H](C(=O)Nc1ccc(OC)c(S(=O)(=O)N2CCOCC2)c1)C(C)C
**Gap between HOMO and LUMO**: 8.29 eV
**LUMO energy**: 0.36 eV

```
69
Properties=species:S:1:pos:R:3:nbo_charge:R:1
C -7.054 -1.124 1.553 -0.623
C -6.609 0.330 1.597 -0.063
H -7.344 0.968 1.089 0.180
H -6.502 0.663 2.637 0.181
O -5.359 0.406 0.932 -0.544
C -4.693 1.593 0.840 0.415
C -5.210 2.780 1.351 -0.319
C -4.514 3.970 1.240 -0.163
C -3.282 4.000 0.613 -0.247
C -2.763 2.828 0.102 -0.126
C -3.439 1.613 0.197 -0.231
C -2.734 0.451 -0.418 0.684
O -1.666 0.625 -1.008 -0.681
N -3.302 -0.759 -0.282 -0.601
H -4.168 -0.795 0.233 0.434
C -2.877 -2.001 -0.915 -0.131
H -3.666 -2.734 -0.717 0.226
C -1.600 -2.581 -0.273 0.687
O -1.602 -3.685 0.232 -0.621
N -0.543 -1.747 -0.363 -0.636
C 0.750 -1.931 0.120 0.113
C 1.208 -3.125 0.669 -0.198
C 2.510 -3.239 1.126 -0.308
C 3.387 -2.159 1.041 0.385
C 2.919 -0.969 0.483 -0.396
C 1.627 -0.847 0.033 -0.154
H 1.294 0.092 -0.379 0.236
S 4.087 0.390 0.409 2.320
O 5.181 0.016 -0.442 -0.937
O 4.372 0.837 1.741 -0.936
N 3.145 1.570 -0.346 -0.691
C 3.112 2.872 0.290 -0.255
H 3.112 2.708 1.367 0.243
C 4.327 3.703 -0.125 -0.088
H 4.257 4.723 0.258 0.195
O 4.406 3.816 -1.530 -0.526
C 4.513 2.545 -2.137 -0.092
H 4.561 2.727 -3.212 0.194
C 3.315 1.659 -1.784 -0.258
H 3.471 0.650 -2.164 0.229
H 2.396 2.078 -2.207 0.203
H 5.430 2.041 -1.803 0.189
H 5.234 3.219 0.267 0.174
H 2.187 3.373 -0.014 0.199
O 4.670 -2.141 1.456 -0.496
C 5.213 -3.307 2.034 -0.251
H 4.675 -3.589 2.945 0.178
H 5.206 -4.144 1.330 0.177
H 6.242 -3.054 2.285 0.207
H 2.830 -4.177 1.550 0.224
H 0.536 -3.964 0.744 0.257
H -0.735 -0.815 -0.753 0.442
C -2.722 -1.856 -2.444 -0.226
C -2.262 -3.179 -3.049 -0.607
H -2.977 -3.968 -2.829 0.205
H -1.295 -3.477 -2.652 0.218
H -2.175 -3.084 -4.129 0.213
C -4.050 -1.419 -3.060 -0.605
H -3.941 -1.301 -4.135 0.215
H -4.376 -0.468 -2.645 0.210
H -4.821 -2.165 -2.873 0.199
H -1.973 -1.088 -2.651 0.225
H -1.805 2.819 -0.396 0.243
H -2.733 4.924 0.523 0.220
H -4.943 4.872 1.647 0.217
H -6.169 2.784 1.843 0.220
H -8.010 -1.230 2.055 0.222
H -7.156 -1.453 0.522 0.215
H -6.321 -1.755 2.051 0.217
```



3.
Below is a 2-piece molecular cluster, C3H8O2S overall at a distorted geometry, with properties calculated with wB97M-V/def2-TZVPD.

Computed properties:
**Net charge**: 0
**Calculated total energy**: -18170.5138 eV
**Structure (SMILES)**: O=CO.CCS
**Gap between HOMO and LUMO**: 10.16 eV
**LUMO energy**: 0.75 eV

```
14
Properties=species:S:1:pos:R:3:nbo_charge:R:1
C 1.479 -0.257 -0.199 -0.632
C 1.682 -0.267 1.296 -0.488
S 0.080 -0.106 2.220 -0.073
H 1.174 0.760 -0.497 0.210
H 0.756 -0.979 -0.577 0.221
H 2.434 -0.386 -0.729 0.219
H 2.164 -1.187 1.603 0.224
H 2.157 0.581 1.782 0.225
H -0.418 0.985 1.651 0.101
O -2.228 1.313 -2.064 -0.566
C -2.412 0.191 -1.698 0.648
O -2.493 -0.274 -0.444 -0.689
H -2.505 -0.618 -2.444 0.103
H -1.870 0.245 0.099 0.495
```



4.
Below is an isolated ion of composition C5H10N and charge +1 at a distorted geometry, with properties calculated with wB97M-V/def2-TZVPD.

Computed properties:
**Net charge**: +1
**Calculated total energy**: -6828.5266 eV
**Structure (SMILES)**: C=[NH+]C(=C)CC
**Gap between HOMO and LUMO**: 9.15 eV
**LUMO energy**: -5.55 eV

```
16
Properties=species:S:1:pos:R:3:nbo_charge:R:1
C 0.104 -0.684 -1.848 -0.629
C -0.321 -0.991 -0.382 -0.475
C -0.575 0.184 0.526 0.120
C -1.707 0.427 1.194 -0.294
C 1.642 1.142 0.442 0.107
N 0.541 0.939 1.081 -0.400
H -0.165 0.346 -2.090 0.216
H -0.468 -1.327 -2.509 0.253
H 1.159 -0.777 -2.091 0.218
H 0.485 -1.632 0.028 0.240
H -1.161 -1.665 -0.196 0.262
H -2.587 -0.181 1.013 0.240
H -1.677 0.920 2.164 0.215
H 2.400 1.699 0.986 0.238
H 1.802 0.463 -0.394 0.240
H 0.530 1.139 2.075 0.448
```



5.
Below is C20H14MgN7OS4 as an isolated structure, with properties calculated with wB97M-V/def2-TZVPD.

Computed properties:
**Net charge**: -1
**Calculated total energy**: -82235.9740 eV
**Gap between HOMO and LUMO**: 6.93 eV
**LUMO energy**: 1.99 eV

```
47
Properties=species:S:1:pos:R:3:nbo_charge:R:1
Mg 0.058 0.534 -0.360 1.674
N 2.903 -2.678 -0.924 -0.605
C 2.401 -1.347 -0.798 0.079
N 0.990 -1.255 -0.879 -0.746
C 0.215 -2.284 -0.589 0.430
N -1.139 -2.164 -0.539 -0.430
N -1.461 -0.870 -0.518 -0.333
C -2.676 -0.461 -0.583 -0.043
C -2.884 0.976 -0.415 0.195
C -4.166 1.527 -0.407 -0.248
C -4.319 2.886 -0.225 -0.152
C -3.193 3.679 -0.047 -0.286
C -1.956 3.064 -0.063 0.091
N -1.791 1.753 -0.242 -0.555
C 0.780 -3.612 -0.336 -0.122
C 0.009 -4.686 0.097 -0.144
C 0.594 -5.918 0.331 -0.268
C 1.963 -6.072 0.127 -0.166
C 2.745 -5.010 -0.285 -0.265
C 2.159 -3.763 -0.504 0.206
H 3.903 -2.773 -0.885 0.396
H 2.874 -0.690 -1.527 0.221
H -3.514 -1.139 -0.717 0.183
H -5.018 0.872 -0.538 0.216
H -5.307 3.332 -0.218 0.211
H -3.269 4.748 0.097 0.218
H -1.051 3.644 0.068 0.208
H -1.050 -4.524 0.250 0.236
H -0.004 -6.750 0.681 0.207
H 2.428 -7.035 0.303 0.205
H 3.818 -5.126 -0.403 0.207
S -0.065 0.359 2.192 -0.386
C 0.905 -1.024 2.536 -0.190
C 0.341 -1.914 3.536 0.265
N -0.127 -2.613 4.321 -0.317
C 2.118 -1.379 2.018 -0.393
S 2.952 -0.417 0.804 0.172
C 2.822 -2.536 2.494 0.277
N 3.438 -3.444 2.851 -0.355
C 1.225 5.315 -1.131 -0.268
O 0.745 4.143 -1.786 -0.539
C 1.481 3.004 -1.712 -0.003
S 2.955 2.983 -0.953 -0.219
S 0.733 1.683 -2.535 -0.433
H 0.432 6.053 -1.243 0.180
H 2.144 5.672 -1.592 0.195
H 1.426 5.123 -0.079 0.197
```



6.
Below is C71H74As2IN4O14STe2Ti as an isolated structure at a distorted geometry, with properties calculated with wB97M-V/def2-TZVPD.

Computed properties:
**Net charge**: -2
**Calculated total energy**: -287772.2489 eV
**Gap between HOMO and LUMO (spin up / spin down)**: 4.69 / 4.68 eV
**LUMO energy (spin up / spin down)**: 3.02 / 3.00 eV
**Multiplicity**: 2

```
170
Properties=species:S:1:pos:R:3:lowdin_spin:R:1
Ti -1.117 1.912 0.647 0.020
C -1.434 3.294 5.068 0.000
C -2.050 4.093 3.964 0.000
N -2.436 5.323 4.252 0.001
C -2.899 6.109 3.264 0.000
C -3.122 5.670 1.989 0.001
C -3.487 6.593 0.861 0.000
O -2.588 6.486 -0.244 0.001
C -2.867 4.310 1.697 0.000
C -3.358 3.717 0.495 0.000
N -3.045 2.513 0.142 -0.001
C -3.899 1.805 -0.732 0.000
C -4.342 2.294 -1.954 0.000
C -5.100 1.493 -2.795 0.000
C -5.451 0.211 -2.414 0.000
C -5.100 -0.259 -1.151 0.000
C -4.349 0.538 -0.306 0.000
I -3.924 -0.012 1.696 0.000
C -2.176 3.533 2.660 0.001
O -1.697 2.348 2.380 0.000
H -1.271 3.937 5.933 0.000
H -0.490 2.862 4.736 0.000
H -2.084 2.466 5.345 0.000
H -3.091 7.144 3.530 0.000
H -3.455 7.628 1.204 0.000
H -4.508 6.391 0.509 0.000
H -2.047 5.689 -0.135 0.000
H -4.139 4.226 -0.067 0.000
H -4.047 3.293 -2.265 0.000
H -5.406 1.872 -3.762 0.000
H -6.020 -0.421 -3.087 0.000
H -5.435 -1.230 -0.805 0.000
C 0.888 -0.850 1.789 0.000
O 0.458 0.478 2.075 0.000
H 0.510 -1.134 0.812 0.000
H 0.486 -1.527 2.547 0.000
H 1.977 -0.914 1.793 0.000
H 1.056 0.780 2.763 0.000
C -0.824 4.841 -2.455 0.004
O 0.412 4.746 -1.763 0.065
C 0.408 4.408 -0.485 0.165
O -0.702 4.020 0.067 0.072
C 1.621 4.444 0.251 0.138
C 2.863 4.932 -0.189 0.266
As 4.614 4.637 0.638 0.021
C 5.198 3.092 -0.457 0.026
C 4.161 3.622 2.254 -0.002
C 2.955 3.345 2.753 -0.001
As 1.164 3.595 1.958 0.004
C 0.845 5.330 2.869 0.008
C 2.770 2.416 3.908 0.000
O 2.755 1.215 3.765 0.000
O 2.393 3.016 5.037 0.000
C 2.040 2.131 6.116 0.000
C 5.327 3.188 3.069 0.000
O 5.288 2.639 4.139 0.000
O 6.497 3.507 2.470 -0.001
C 7.696 3.114 3.132 0.000
C 3.045 5.784 -1.354 0.079
O 2.301 6.557 -1.912 0.087
O 4.364 5.704 -1.792 0.024
C 4.646 6.442 -2.966 0.001
H -0.590 4.704 -3.508 0.000
H -1.269 5.824 -2.294 0.003
H -1.525 4.072 -2.131 0.001
H 5.945 3.428 -1.174 0.000
H 4.341 2.700 -1.000 0.001
H 5.624 2.306 0.165 0.003
H 1.642 6.030 2.627 0.000
H 0.773 5.192 3.948 0.001
H -0.102 5.728 2.499 0.001
H 1.392 1.330 5.761 0.000
H 1.523 2.740 6.850 0.000
H 2.946 1.700 6.540 0.000
H 8.080 2.200 2.679 0.000
H 7.500 2.940 4.187 0.000
H 8.417 3.918 3.002 0.000
H 5.690 6.248 -3.206 0.000
H 4.487 7.510 -2.809 0.001
H 4.006 6.119 -3.788 0.001
C 0.967 -7.704 -2.806 0.000
C 0.336 -6.617 -1.973 0.000
C 1.040 -5.974 -0.970 0.000
C 0.457 -4.981 -0.177 0.000
C 1.315 -4.335 0.884 0.000
C -0.881 -4.626 -0.389 0.000
Te -1.888 -3.183 0.853 0.000
N -1.506 0.335 -0.116 0.000
C -1.272 -0.550 -1.084 0.000
O -0.839 -1.735 -0.934 0.000
C -1.605 -0.222 -2.530 0.000
C -1.738 1.079 -2.991 0.000
C -2.007 1.328 -4.328 0.000
C -2.168 0.274 -5.216 0.000
C -2.054 -1.033 -4.760 0.000
C -1.771 -1.277 -3.425 0.000
C -2.749 -4.940 1.836 0.000
C -1.903 -5.981 2.225 0.000
C -2.387 -7.150 2.793 0.000
C -3.754 -7.305 2.982 0.000
C -4.610 -6.280 2.608 0.000
C -4.129 -5.098 2.044 0.000
C -5.104 -4.014 1.663 0.000
C -1.599 -5.253 -1.425 0.000
C -3.037 -4.906 -1.713 0.000
C -0.983 -6.234 -2.195 0.000
H 1.981 -7.921 -2.467 0.000
H 1.014 -7.409 -3.856 0.000
H 0.382 -8.625 -2.745 0.000
H 2.074 -6.253 -0.782 0.000
H 2.024 -5.054 1.301 0.000
H 0.696 -3.935 1.684 0.000
H 1.882 -3.503 0.455 0.000
H -1.588 1.894 -2.305 0.000
H -2.088 2.350 -4.684 0.000
H -2.367 0.470 -6.263 0.000
H -2.163 -1.863 -5.449 0.000
H -1.660 -2.291 -3.057 0.000
H -0.834 -5.878 2.071 0.000
H -1.702 -7.938 3.085 0.000
H -4.149 -8.215 3.418 0.000
H -5.681 -6.399 2.749 0.000
H -6.122 -4.406 1.594 0.000
H -4.823 -3.570 0.706 0.000
H -5.089 -3.207 2.399 0.000
H -3.154 -3.828 -1.829 0.000
H -3.672 -5.220 -0.880 0.000
H -3.381 -5.403 -2.623 0.000
H -1.550 -6.728 -2.981 0.000
C 1.650 -4.671 -5.630 0.000
C 1.728 -3.169 -5.707 0.000
C 1.759 -2.548 -6.950 0.000
C 1.798 -1.163 -7.039 0.000
C 1.888 -0.409 -5.887 0.000
C 1.909 -1.019 -4.626 0.000
N 2.013 -0.171 -3.525 0.000
C 2.673 -0.341 -2.326 0.000
C 3.715 -1.265 -2.173 0.000
C 4.410 -1.356 -0.980 0.000
C 4.093 -0.536 0.094 0.000
C 3.067 0.384 -0.043 0.000
C 2.359 0.500 -1.231 0.000
C 1.242 1.500 -1.324 0.001
O 0.985 2.033 -2.401 0.000
O 0.626 1.772 -0.216 0.009
C 1.752 -2.411 -4.528 0.000
C 1.513 -3.085 -3.205 0.000
H 1.825 -5.111 -6.612 0.000
H 0.667 -4.996 -5.278 0.000
H 2.391 -5.063 -4.930 0.000
H 1.729 -3.153 -7.851 0.000
H 1.772 -0.676 -8.007 0.000
H 1.938 0.673 -5.936 0.000
H 1.541 0.726 -3.585 0.000
H 3.989 -1.888 -3.016 0.000
H 5.221 -2.071 -0.892 0.000
H 4.635 -0.610 1.029 0.000
H 2.796 1.030 0.783 0.000
H 1.144 -2.382 -2.460 0.000
H 0.755 -3.862 -3.311 0.000
H 2.413 -3.562 -2.803 0.000
Te -2.291 -0.578 4.465 0.000
C -2.253 -2.113 5.944 0.000
C -1.467 -3.235 5.950 0.000
C -1.584 -4.033 7.124 0.000
C -2.466 -3.514 8.022 0.000
S -3.153 -2.052 7.422 0.000
H -0.816 -3.480 5.119 0.000
H -1.031 -4.951 7.288 0.000
H -2.749 -3.899 8.992 0.000
```



7.
Below is one molecule with the formula C5H10O2, with properties calculated with wB97M-V/def2-TZVPD.

Computed properties:
**Net charge**: 0
**Calculated total energy**: -9440.8460 eV
**Structure (SMILES)**: C[C@@H]1[C@H](O)C[C@@H]1O
**Gap between HOMO and LUMO**: 10.34 eV
**LUMO energy**: 0.72 eV

```
17
Properties=species:S:1:pos:R:3:nbo_charge:R:1
C -2.001 -0.504 0.240 -0.611
C -0.605 0.058 0.483 -0.250
C 0.572 -0.926 0.404 0.104
O 0.624 -1.656 -0.801 -0.719
C 1.497 0.308 0.433 -0.460
C 0.337 1.116 -0.206 0.103
O 0.393 1.045 -1.625 -0.739
H -2.788 0.145 0.642 0.208
H -2.028 -1.437 0.824 0.215
H -2.248 -0.775 -0.786 0.222
H -0.630 0.441 1.510 0.200
H 0.641 -1.669 1.203 0.173
H 0.857 -1.039 -1.505 0.482
H 1.676 0.631 1.462 0.214
H 2.445 0.249 -0.107 0.212
H 0.209 2.160 0.113 0.167
H 0.845 1.839 -1.941 0.479
```



8.
Below is one molecule with the formula C6H4O, with properties calculated with wB97M-V/def2-TZVPD.

Computed properties:
**Net charge**: 0
**Calculated total energy**: -8331.0058 eV
**Structure (SMILES)**: C#Cc1ccco1
**Gap between HOMO and LUMO**: 9.48 eV
**LUMO energy**: 0.99 eV

```
11
Properties=species:S:1:pos:R:3:nbo_charge:R:1
C 2.811 -0.010 -0.147 -0.189
C 1.784 0.146 0.465 -0.056
C 0.374 0.084 0.641 0.174
C -0.579 1.015 0.350 -0.247
C -1.691 0.288 -0.173 -0.324
C -1.348 -1.025 -0.101 0.111
O -0.114 -1.173 0.413 -0.386
H 3.618 -0.165 -0.825 0.238
H -0.451 2.087 0.407 0.236
H -2.579 0.697 -0.631 0.234
H -1.826 -1.945 -0.399 0.209
```